Here is a cluster of 2 separate species, C5H13N2O in total in a non-equilibrium geometry from OMol25. Energies are from ωB97M-V/def2-TZVPD.

Calculated values
Energy relative to the best compared isomer or geometry (same formula, charge and spin) in kJ/mol: 393.89
Frontier orbital gap in eV: 9.01
Net charge: +1

Each line ends with the Mulliken charge.
Cartesian coordinates (Å):
C -0.663 -1.748 -1.065  -0.201
C 0.238 -1.815 0.109  -0.976
C 0.538 -0.445 0.703  -0.412
C 1.271 0.430 0.005  -0.207
N 1.297 1.713 0.433  -0.312
C 2.326 2.411 0.576  -0.331
N -2.109 -1.348 -0.739  -0.275
H -0.071 -0.879 -1.644  0.259
H -0.733 -2.666 -1.697  0.343
H -0.047 -2.494 0.945  0.356
H 1.331 -2.128 -0.055  0.290
H 0.127 -0.303 1.757  0.514
H 1.480 0.221 -1.024  0.366
H 3.313 2.165 0.436  0.312
H 2.235 3.360 1.223  0.221
H -2.525 -0.832 -1.609  0.394
H -2.144 -0.691 -0.007  0.280
H -2.875 -2.021 -0.459  0.392
H -1.631 1.798 -0.384  0.369
H -0.991 1.171 0.826  0.351
O -1.755 0.968 0.234  -0.734

Here is a cluster of 2 separate species, C3H10N2O in total in a non-equilibrium geometry from OMol25. Energies are from ωB97M-V/def2-TZVPD.

Calculated values
Energy relative to the best compared isomer or geometry (same formula, charge and spin) in kJ/mol: 590.84
Frontier orbital gap (spin up / spin down) in eV: 8.01 / 6.60

Each line ends with the Mulliken charge.
Cartesian coordinates (Å):
C 1.174 -1.780 0.444  -0.521
O 1.444 -0.455 0.792  -0.822
H 0.228 0.197 0.925  0.359
H 1.505 -2.475 1.226  0.233
H 1.652 -2.060 -0.507  0.240
H 0.088 -1.957 0.315  0.170
N -0.270 1.565 -0.694  -0.043
N 1.000 1.249 -1.076  -0.554
C -0.799 0.941 0.588  -0.139
C -1.935 0.207 0.285  -0.772
H -0.944 1.509 -1.460  0.288
H 1.447 0.503 -0.400  0.477
H 1.066 1.026 -2.065  0.225
H -0.876 1.712 1.349  0.263
H -2.885 0.353 0.780  0.272
H -1.895 -0.534 -0.503  0.323

Here is an isolated molecule of C4H7NO2 from OMol25. Energies are from ωB97M-V/def2-TZVPD.

Calculated values
Energy relative to the best compared isomer or geometry (same formula, charge and spin) in kJ/mol: 343.55
Frontier orbital gap in eV: 10.82
SMILES string: C/C(=N\O)[C@H]1CO1

Each line ends with the Mulliken charge.
Cartesian coordinates (Å):
C 1.014 0.910 1.026  -1.110
C 0.281 0.276 -0.118  0.494
N 0.832 -0.126 -1.197  -0.522
O 2.199 0.114 -1.184  -0.388
C -1.202 0.093 -0.029  0.138
C -1.815 -1.218 -0.225  -0.395
O -1.655 -0.674 1.079  -0.419
H 1.609 1.759 0.675  0.368
H 0.316 1.237 1.797  0.335
H 1.710 0.190 1.468  0.285
H 2.478 -0.208 -2.051  0.375
H -1.796 0.989 -0.226  0.329
H -2.843 -1.287 -0.578  0.259
H -1.177 -2.068 -0.463  0.249

Here is a structure of composition C30H70BeN10O14SY in a non-equilibrium geometry from OMol25. Energies are from ωB97M-V/def2-TZVPD.

Calculated values
Energy relative to the best compared isomer or geometry (same formula, charge and spin) in kJ/mol: 0.00
Frontier orbital gap in eV: 7.78
Net charge: +3

Each line ends with the Mulliken charge.
Cartesian coordinates (Å):
Y -19.091 -26.007 -5.368  2.106
Be -24.599 -27.416 -5.433  1.324
S -21.935 -26.602 -5.309  1.767
O -22.932 -26.242 -6.318  -0.657
O -21.210 -25.456 -4.710  -0.865
O -22.676 -27.426 -4.328  -0.157
O -20.766 -27.331 -5.877  -1.028
C -20.158 -23.762 -7.846  -0.188
O -19.976 -24.403 -6.809  -0.099
N -20.522 -22.489 -7.840  0.360
C -20.705 -21.803 -9.110  -1.154
C -20.826 -21.773 -6.618  -0.862
H -20.052 -24.176 -8.855  0.400
H -21.758 -21.564 -9.279  0.356
H -20.313 -22.321 -9.979  0.358
H -20.206 -20.833 -9.064  0.455
H -21.368 -22.409 -5.916  0.054
H -19.896 -21.433 -6.162  0.282
H -21.496 -20.945 -6.840  0.475
C -17.814 -29.275 -4.906  0.020
O -18.316 -28.192 -5.245  -0.359
N -18.390 -30.454 -5.084  0.191
C -17.689 -31.709 -4.874  -0.904
C -19.807 -30.558 -5.367  -0.732
H -16.774 -29.424 -4.587  0.363
H -17.555 -32.216 -5.828  0.350
H -18.179 -32.319 -4.120  0.323
H -16.677 -31.520 -4.512  0.313
H -20.349 -31.006 -4.536  0.242
H -20.289 -29.719 -5.858  -0.045
H -19.905 -31.333 -6.142  0.469
C -20.318 -27.282 -2.234  0.395
O -19.603 -27.012 -3.194  -0.613
N -19.980 -27.011 -0.973  0.214
C -20.656 -27.578 0.171  -0.638
C -18.995 -26.017 -0.617  -0.969
H -21.301 -27.765 -2.306  -0.064
H -21.152 -26.809 0.771  0.374
H -19.973 -28.093 0.848  0.393
H -21.417 -28.316 -0.082  -0.096
H -19.432 -25.308 0.090  0.377
H -18.068 -26.376 -0.163  0.356
H -18.629 -25.450 -1.473  0.140
C -24.002 -25.314 -2.783  0.263
O -24.774 -25.668 -3.662  -0.578
N -24.039 -24.136 -2.150  0.210
C -25.060 -23.162 -2.473  -1.141
C -22.981 -23.682 -1.284  -0.669
H -23.108 -25.892 -2.513  0.161
H -24.580 -22.316 -2.977  0.381
H -25.565 -22.754 -1.597  0.432
H -25.827 -23.528 -3.149  0.278
H -22.362 -22.872 -1.687  0.183
H -23.429 -23.346 -0.350  0.433
H -22.232 -24.469 -1.165  0.048
C -24.582 -29.267 -2.452  -0.078
O -24.700 -28.666 -3.520  -0.651
N -23.625 -30.116 -2.124  0.205
C -23.450 -30.689 -0.788  -0.697
C -22.537 -30.484 -3.030  -1.045
H -25.309 -29.135 -1.639  0.409
H -24.382 -30.735 -0.228  0.359
H -22.749 -30.042 -0.260  0.136
H -23.073 -31.703 -0.877  0.294
H -21.610 -30.114 -2.590  0.400
H -22.526 -31.564 -3.164  0.516
H -22.701 -29.989 -3.983  0.112
C -25.360 -27.416 -8.884  -0.068
O -24.803 -27.332 -7.782  -0.241
N -26.633 -27.697 -9.077  0.202
C -27.233 -27.860 -10.395  -0.987
C -27.571 -27.891 -7.983  -0.878
H -24.793 -27.246 -9.807  0.267
H -26.600 -27.401 -11.154  0.328
H -28.206 -27.382 -10.495  0.337
H -27.369 -28.924 -10.589  0.375
H -27.276 -27.415 -7.051  0.178
H -28.492 -27.393 -8.283  0.364
H -27.809 -28.931 -7.754  0.303
C -22.239 -26.052 -9.590  0.175
O -21.445 -26.716 -10.238  -0.755
N -22.841 -24.924 -10.025  0.426
C -22.474 -24.342 -11.316  -1.018
C -23.817 -24.226 -9.228  -0.274
H -22.539 -26.328 -8.569  0.331
H -21.957 -23.402 -11.151  0.234
H -23.390 -24.300 -11.906  0.347
H -21.828 -25.014 -11.875  0.320
H -23.861 -24.644 -8.224  -0.415
H -23.509 -23.183 -9.091  0.183
H -24.793 -24.213 -9.716  0.365
C -19.520 -22.995 -3.475  0.667
O -19.013 -23.921 -4.115  -0.810
N -18.967 -21.799 -3.351  0.243
C -19.566 -20.755 -2.528  -0.845
C -17.745 -21.412 -4.040  -1.016
H -20.458 -23.067 -2.914  -0.203
H -20.395 -21.065 -1.897  0.216
H -19.831 -19.867 -3.100  0.327
H -18.757 -20.469 -1.850  0.374
H -18.003 -20.549 -4.656  0.390
H -16.930 -21.232 -3.343  0.336
H -17.434 -22.153 -4.772  0.260
C -26.527 -24.457 -6.525  -0.307
O -26.056 -25.508 -6.123  -0.265
N -25.894 -23.272 -6.534  0.538
C -26.650 -22.046 -6.766  -0.972
C -24.576 -23.119 -5.976  -0.784
H -27.550 -24.353 -6.915  0.314
H -26.505 -21.446 -5.860  0.328
H -27.727 -22.144 -6.855  0.347
H -26.204 -21.474 -7.580  0.288
H -24.103 -24.089 -5.833  -0.095
H -23.910 -22.581 -6.657  0.589
H -24.574 -22.570 -5.034  0.144
C -18.848 -27.482 -8.527  0.458
O -18.703 -26.617 -7.646  -0.899
N -17.824 -28.151 -9.058  0.124
C -18.132 -29.236 -9.992  -0.928
C -16.466 -28.025 -8.594  -0.884
H -19.772 -27.718 -9.064  0.135
H -19.103 -29.059 -10.448  0.297
H -18.006 -30.220 -9.546  0.313
H -17.436 -29.133 -10.829  0.366
H -15.812 -27.624 -9.371  0.335
H -16.408 -27.361 -7.737  0.194
H -16.042 -28.988 -8.304  0.337

Here is a structure of composition C3H4CeO2 in a non-equilibrium geometry from OMol25. Energies are from ωB97M-V/def2-TZVPD.

Calculated values
Energy relative to the best compared isomer or geometry (same formula, charge and spin) in kJ/mol: 544.37
Frontier orbital gap (spin up / spin down) in eV: 6.72 / 6.76
Multiplicity: 2
Net charge: +1

Each line ends with the Mulliken charge.
Cartesian coordinates (Å):
C 1.124 -1.079 -0.085  -0.578
C 0.175 -0.843 -0.999  -0.163
O -0.722 0.373 -0.749  -0.090
C -1.745 0.382 0.053  -0.186
O -1.428 1.252 1.008  -0.318
H 0.981 -2.043 0.422  0.354
H -0.302 -1.584 -1.652  0.366
H -2.217 1.469 1.517  0.400
Ce 2.121 0.754 1.263  1.344
H 2.012 1.319 -0.779  -0.130